# 1
ORCA calculation (ωB97M-V/def2-TZVPD) on a structure of composition C21H37GeN3OPtSi3.

XYZ file:
```
67
Properties=species:S:1:pos:R:3:forces:R:3
Pt -0.046563 1.777151 -0.002699 0.2 0.4 0.0
O -1.249780 5.689452 0.001003 0.1 0.0 0.0
C -1.108252 4.478503 0.011667 -0.5 -0.1 0.0
N 0.017073 3.776092 -0.000132 0.2 0.0 0.0
C 1.297703 4.429870 -0.035184 0.0 -0.1 0.0
C 2.362623 3.373897 -0.068686 0.1 0.1 0.0
C 3.704328 3.728161 -0.106416 -0.1 0.1 0.0
C 4.677825 2.754418 -0.145606 0.2 0.0 0.0
C 4.288100 1.425883 -0.148596 -0.1 -0.1 0.0
C 2.943329 1.136322 -0.107779 0.2 -0.1 0.1
N 1.988828 2.072165 -0.064967 -0.2 0.1 0.0
C -2.307630 3.542321 0.044427 0.3 0.4 0.0
C -3.582218 4.055174 0.074168 -0.2 0.0 0.0
C -4.662621 3.185607 0.111404 0.0 0.2 0.0
C -4.414340 1.828243 0.119632 0.1 -0.2 0.0
C -3.102076 1.388212 0.087467 -0.2 0.0 0.0
N -2.061252 2.218822 0.047254 0.1 -0.3 0.0
H 1.449904 5.075071 0.835789 0.0 0.0 0.0
H 1.398301 5.077308 -0.912019 0.0 0.0 0.0
H 3.961736 4.778976 -0.106696 0.0 0.0 0.0
H 5.725713 3.024175 -0.176444 0.0 0.0 0.0
H 5.006343 0.618408 -0.181954 0.0 0.0 0.0
H 2.607494 0.114397 -0.113186 0.0 0.0 0.1
H -3.683399 5.132306 0.068237 0.0 0.0 0.0
H -5.677414 3.561151 0.135680 0.0 0.0 0.0
H -5.217181 1.104381 0.151301 0.0 0.0 0.0
H -2.866851 0.342923 0.095140 0.0 0.0 -0.1
C 2.793970 -1.128719 -2.219546 0.2 0.1 0.0
Si 0.990098 -1.588360 -2.069650 -0.3 0.1 -0.1
C 0.887265 -3.442190 -2.181115 0.1 -0.2 0.0
C 0.069260 -0.790860 -3.483784 0.0 0.1 -0.1
Ge 0.075171 -0.646922 0.004720 0.1 -0.5 0.0
Si -2.038688 -2.199217 -0.000962 0.3 0.1 0.0
C -2.849321 -1.592153 1.561862 -0.1 0.0 0.2
C -2.004384 -4.043440 0.001083 0.1 -0.2 0.0
C -2.825609 -1.609912 -1.583518 -0.1 0.1 -0.1
Si 0.957773 -1.609557 2.097348 -0.3 0.1 0.2
C 0.844068 -3.463148 2.191958 0.0 -0.2 0.0
C 2.761427 -1.171488 2.301118 0.2 0.1 -0.2
C 0.014414 -0.816473 3.498680 -0.1 0.1 0.1
H 3.142491 -1.548847 -3.168294 0.0 0.0 0.0
H 3.412390 -1.550679 -1.422792 0.0 0.0 0.0
H 2.951151 -0.049817 -2.253708 0.0 -0.1 -0.1
H 1.408547 -3.770228 -3.086178 0.0 0.0 0.0
H -0.139727 -3.790141 -2.255476 -0.1 -0.1 0.0
H 1.360626 -3.934020 -1.327859 0.0 0.0 0.0
H 0.617219 -0.914163 -4.422468 0.0 0.0 0.0
H -0.052809 0.279939 -3.302575 0.0 0.0 0.0
H -0.919792 -1.228176 -3.620772 0.0 0.0 0.0
H -2.696980 -2.330327 2.351208 0.0 0.0 0.0
H -3.926360 -1.501631 1.381454 0.0 0.0 0.1
H -2.481147 -0.630661 1.917978 0.0 -0.1 0.0
H -1.549260 -4.474632 0.887087 0.0 0.0 0.0
H -1.536611 -4.474910 -0.878199 0.0 0.0 0.0
H -3.060659 -4.341972 -0.006266 0.0 0.0 0.0
H -2.452491 -0.654290 -1.947993 0.0 0.0 0.0
H -3.905453 -1.517808 -1.419660 0.0 0.0 -0.1
H -2.661366 -2.358855 -2.360371 0.0 0.0 0.0
H 1.330113 -3.951094 1.343684 0.0 0.0 0.0
H -0.185325 -3.807435 2.246845 0.0 -0.1 0.0
H 1.348665 -3.798903 3.103644 0.0 0.0 0.0
H 3.396720 -1.585888 1.513689 0.0 0.0 0.0
H 3.079321 -1.613298 3.250920 0.0 0.0 0.0
H 2.928766 -0.096935 2.361555 0.0 0.0 0.0
H -0.980363 -1.247008 3.612581 0.0 0.0 0.0
H -0.095854 0.256675 3.324099 0.0 0.0 0.0
H 0.543026 -0.951850 4.446839 0.0 0.0 -0.1
```
Positions in Å, forces in eV/Å.

Output
LUMO (spin up / spin down) (eV): -2.738 / -5.547
Frontier orbital gap (spin up / spin down) (eV): 8.11 / 5.22
Multiplicity: 2
⟨S²⟩: 0.754
Charge: +1

# 2
ORCA calculation (ωB97M-V/def2-TZVPD) on a cluster of 5 separate species, C21H37N5O8 in total in a non-equilibrium geometry.

XYZ file:
```
71
Properties=species:S:1:pos:R:3:forces:R:3
C 0.740352 -2.127901 -0.634239 1.7 -0.7 1.7
C 1.953352 -2.505901 -1.586239 0.3 2.5 -3.5
C 3.175352 -1.522901 -1.542239 -2.3 0.2 2.9
C 4.106352 -1.872901 -0.397239 2.1 4.3 -1.6
C 4.544352 -3.236901 -0.448239 0.2 -2.8 -1.2
C 3.490352 -4.446901 -0.593239 1.2 0.1 -1.6
N 2.430352 -3.965901 -1.525239 -5.4 0.1 -1.7
O 1.661352 -4.700901 -2.166239 3.6 1.1 2.4
C 2.815352 -4.906901 0.662761 -2.1 -3.0 -0.8
C 4.117352 -5.679901 -1.252239 7.5 4.2 -2.9
C 1.433352 -2.239901 -3.145239 -0.3 -9.9 2.7
H 0.230352 -1.153901 -0.868239 0.8 -0.8 -0.4
H 1.190352 -1.987901 0.443761 -1.2 -0.6 -1.8
H 0.050352 -2.985901 -0.737239 0.1 0.5 0.5
H 2.578352 -0.580901 -1.452239 1.1 -0.2 0.1
H 3.730352 -1.512901 -2.410239 0.8 -0.2 -2.3
H 3.848352 -1.358901 0.466761 -1.5 -0.3 2.4
H 5.157352 -1.234901 -0.340239 -2.2 -1.2 -1.3
H 5.240352 -3.251901 0.368761 0.3 -1.5 0.6
H 5.101352 -3.428901 -1.399239 0.0 0.5 0.7
H 2.149352 -5.936901 0.689761 1.4 3.0 -0.7
H 2.395352 -4.112901 1.171761 -1.5 1.5 1.0
H 3.631352 -5.159901 1.220761 2.3 -0.9 1.8
H 4.503352 -5.738901 -2.482239 -1.2 1.3 3.3
H 3.492352 -6.383901 -1.304239 -4.8 -5.9 0.4
H 5.109352 -5.961901 -0.754239 -1.7 0.3 -0.2
H 0.597352 -2.999901 -3.428239 0.7 2.4 0.7
H 2.188352 -2.602901 -3.812239 1.1 -0.8 -0.2
H 1.471352 -1.331901 -3.419239 -1.2 7.1 -1.1
N -0.231648 1.654099 -1.386239 -2.4 -0.4 5.7
O 0.792352 1.174099 -0.791239 1.3 -0.2 -1.7
O -0.534648 2.827099 -1.156239 1.0 1.3 -1.7
O -1.183648 0.873099 -1.603239 0.3 -1.1 -2.1
C -4.631648 2.016099 -1.742239 -0.2 -6.0 -6.5
C -5.813648 1.389099 -2.573239 -2.3 2.3 1.7
C -7.147648 1.977099 -2.479239 1.4 2.2 2.2
C -7.276648 3.239099 -1.559239 4.6 -2.0 0.7
C -6.096648 3.761099 -0.742239 -2.0 -6.3 -5.3
C -4.788648 2.981099 -0.885239 -4.8 4.2 1.6
N -8.565648 3.906099 -1.498239 -1.4 -0.9 -2.4
O -8.510648 5.122099 -1.441239 -0.7 -0.5 0.7
O -9.613648 3.226099 -1.785239 2.6 1.8 1.3
H -3.629648 1.496099 -2.209239 -2.1 1.6 2.3
H -5.782648 0.429099 -3.165239 0.7 1.4 0.7
H -8.174648 1.724099 -2.948239 2.3 -0.1 0.6
H -6.267648 4.540099 -0.105239 -0.1 1.9 1.6
H -4.128648 3.367099 -0.191239 2.0 0.4 0.8
C -4.155648 2.175099 3.275761 -0.5 2.3 -1.3
O -4.877648 2.757099 2.422761 1.7 -1.9 1.9
N -2.926648 1.601099 2.977761 -0.2 0.4 0.9
C -2.180648 1.000099 4.162761 -8.4 -2.7 -3.5
C -2.542648 1.370099 1.496761 -3.4 2.7 1.7
H -4.448648 2.309099 4.409761 0.8 -0.8 -1.8
H -1.257648 0.958099 4.097761 9.0 -0.2 -2.2
H -2.485648 -0.090901 4.142761 0.1 1.1 1.0
H -2.192648 1.480099 5.060761 -1.7 1.5 2.5
H -1.822648 0.685099 1.371761 3.3 -2.1 0.1
H -2.373648 2.298099 0.924761 0.3 -0.3 0.7
H -3.375648 0.892099 1.020761 -0.9 0.0 -0.2
C 3.872352 1.774099 0.731761 2.6 -0.1 0.9
O 5.062352 1.385099 0.543761 -2.6 0.2 -0.5
N 3.631352 2.482099 1.860761 -2.3 0.0 -0.2
C 2.298352 3.005099 2.160761 -0.1 -1.0 -1.0
C 4.711352 2.838099 2.722761 -3.6 10.7 -3.8
H 2.976352 1.606099 0.091761 0.5 0.0 0.1
H 1.678352 3.645099 1.577761 0.9 1.1 -1.9
H 2.193352 3.449099 3.072761 0.8 1.2 2.8
H 1.597352 2.245099 2.234761 -1.1 -2.3 0.2
H 5.303352 2.198099 3.023761 5.4 -6.8 2.8
H 4.460352 3.599099 3.553761 -0.3 -1.7 -1.2
H 5.307352 3.567099 1.997761 -0.2 -1.4 1.6
```
Positions in Å, forces in eV/Å.

Output
LUMO (eV): -4.102
ΔE to the lowest compared entry with this formula, charge and spin (kJ/mol): 166.85
Frontier orbital gap (eV): 3.87

# 3
ORCA calculation (ωB97M-V/def2-TZVPD) on a structure of composition C21H38AlN10OP2S in a non-equilibrium geometry.

XYZ file:
```
74
Properties=species:S:1:pos:R:3:forces:R:3
C -1.750242 2.265682 0.053207 0.1 -0.5 -0.2
P -1.371008 3.727864 -1.144917 -0.5 1.1 0.6
O 0.142925 4.525895 -0.671167 0.6 -0.5 -2.0
Al -0.857201 2.909078 -3.306752 -0.2 -1.1 0.6
P -0.475197 4.842683 -4.598566 0.0 0.2 0.6
S -2.225737 5.360775 -5.302535 -0.9 0.4 -0.7
H -1.042913 2.362299 0.990934 -1.5 -0.4 -1.9
H -2.893900 2.353809 0.356017 2.6 -0.1 -0.5
H -1.615865 1.263403 -0.547384 -0.1 1.7 1.7
H 0.653348 4.679986 -1.543173 -1.2 -0.5 2.2
H -2.103624 2.059359 -3.801211 -0.2 0.0 -0.2
H 0.401198 1.932745 -3.257577 0.6 -0.1 0.0
H -0.075772 5.927483 -3.694059 0.6 -0.7 -0.9
H 0.469677 4.644005 -5.666722 0.1 0.6 0.7
C -0.224679 0.286577 4.137361 -0.6 -0.3 -1.3
C -0.789371 -0.024425 2.760837 -3.1 -1.7 -7.5
N -1.257755 -0.282462 1.618852 3.7 1.7 9.2
H -0.945353 0.875338 4.711602 0.0 -0.1 -0.2
H -0.016598 -0.643224 4.673697 -0.1 0.3 -0.3
H 0.703262 0.856623 4.039512 -0.2 -0.1 -0.1
C 2.028296 -3.861245 6.040945 0.0 1.2 0.4
C 1.788627 -2.360281 6.050128 -1.3 8.0 0.1
N 1.589783 -1.115091 6.057656 1.8 -9.9 0.1
H 2.447813 -4.177619 6.999942 -0.1 0.2 0.0
H 1.085072 -4.388330 5.873624 0.2 0.2 -0.1
H 2.728508 -4.122041 5.242641 -0.3 0.2 0.3
C -6.529561 3.141894 1.339187 0.8 0.0 -1.0
C -5.686785 3.088327 0.075352 4.5 -0.3 -6.9
N -4.987692 3.043854 -0.973164 -5.7 0.3 8.3
H -5.895390 3.368158 2.200809 0.0 0.0 -0.2
H -7.293244 3.918724 1.245333 0.2 -0.1 -0.1
H -7.019924 2.178128 1.501356 0.1 0.2 -0.1
C 1.153365 -0.948568 -4.485335 -0.2 0.8 -0.9
C 0.871934 0.004472 -5.635523 -1.6 5.3 -6.3
N 0.638550 0.795113 -6.589731 1.9 -6.4 7.6
H 0.254392 -1.072131 -3.875137 0.1 0.2 -0.2
H 1.456010 -1.924225 -4.875188 -0.1 0.2 -0.1
H 1.956607 -0.550401 -3.859344 -0.2 0.1 -0.2
C 0.015365 -3.772442 1.097627 0.7 -0.3 1.0
C 0.866836 -4.087957 2.316588 4.6 -1.7 6.5
N 1.573253 -4.349624 3.327825 -5.7 2.0 -8.5
H -0.508754 -4.672977 0.765816 0.1 0.1 0.2
H -0.720785 -3.003150 1.346136 0.2 0.0 0.1
H 0.649232 -3.409273 0.284041 0.0 0.0 0.3
C 4.526664 -1.439949 3.495496 -0.5 -0.3 -1.1
C 3.961972 -1.750952 2.118972 -3.1 -1.7 -7.4
N 3.493588 -2.008989 0.976987 3.7 2.1 9.0
H 3.805990 -0.851189 4.069737 0.0 -0.1 -0.2
H 4.734746 -2.369751 4.031832 -0.1 0.1 -0.2
H 5.454605 -0.869903 3.397647 -0.2 -0.1 -0.1
C 0.789062 3.624134 -8.965852 0.6 1.1 0.2
C 1.511215 4.947017 -8.768635 3.9 7.2 1.1
N 2.110382 6.044429 -8.604985 -4.7 -8.8 -1.3
H -0.239157 3.805571 -9.290828 0.2 0.1 0.1
H 1.302768 3.028629 -9.725435 0.0 0.2 0.1
H 0.772087 3.065031 -8.026322 0.0 0.1 -0.1
C 5.316317 1.615587 0.858527 0.7 -0.2 1.0
C 6.167788 1.300072 2.077489 4.7 -1.6 6.6
N 6.874205 1.038405 3.088726 -5.6 2.1 -8.1
H 4.792199 0.715051 0.526717 0.1 0.1 0.2
H 4.580166 2.384879 1.107037 0.2 -0.1 0.1
H 5.950184 1.978756 0.044942 0.0 -0.1 0.2
C 2.750029 -8.526546 3.401167 -0.2 0.5 1.1
C 2.535549 -7.870045 4.755207 -1.2 3.6 7.4
N 2.357527 -7.325435 5.878507 1.4 -4.4 -9.0
H 3.760213 -8.314725 3.040026 -0.2 0.0 0.2
H 2.622329 -9.609023 3.487315 0.0 0.2 0.1
H 2.025473 -8.138719 2.679913 0.1 0.0 0.2
C -7.913430 0.588731 -1.604258 -0.6 0.1 1.0
C -8.707117 0.755148 -0.318650 -4.3 0.9 7.0
N -9.365536 0.893120 0.747907 5.3 -1.1 -8.5
H -8.074194 1.451967 -2.255978 0.0 -0.1 0.2
H -6.847106 0.508338 -1.376277 -0.2 0.1 0.1
H -8.235223 -0.316446 -2.126470 0.0 0.1 0.2
```
Positions in Å, forces in eV/Å.

Output
LUMO (eV): 1.500
Frontier orbital gap (eV): 4.93
Charge: -1